Entry 1:
C35H55CaN4OP2 | ωB97M-V with the def2-TZVPD basis set

Each line ends with the Löwdin charge.
Atoms and positions in Å:
C 3.17755 -0.46671 -2.95750  -0.07
C -1.45797 -0.97763 -4.13284  -0.05
C -0.40974 -3.87664 -0.58336  -0.70
H -0.54951 -5.78047 0.49606  0.06
C -1.26986 1.42232 -4.45631  -0.06
C 1.53522 0.86844 3.44706  -0.10
H 2.38683 -2.37941 2.96052  0.08
C -3.55235 0.52517 -3.75918  -0.02
H 2.11785 1.24002 -3.75067  0.11
C 1.50975 4.68470 -1.26403  -0.08
C -1.58158 3.59715 -0.38397  -0.67
C 2.12050 -2.55172 0.04142  -0.29
C 0.05508 -3.49626 -1.98368  -0.09
H 1.35015 4.18803 -2.24556  0.08
C -2.97921 -0.74481 2.63675  0.08
H -0.72119 5.59547 -0.06098  0.06
H 0.90350 -5.61155 -0.47294  0.08
H -4.02084 -0.46477 -3.84183  0.09
C -0.59199 -4.19922 2.94415  -0.09
H 0.33932 2.43698 -2.57431  0.05
H -3.00321 1.90543 -0.25469  0.04
C -2.79546 2.86348 0.22287  -0.11
H 3.95920 -2.19206 -1.87099  0.11
Ca -0.32020 -0.06395 0.90390  1.04
C 3.20207 -1.39906 -1.92154  -0.07
H -1.68535 1.47751 2.86190  0.09
H 2.65449 -4.61856 1.62160  0.08
H -2.01412 2.83591 -2.34832  0.04
H -1.46980 2.43543 -4.10626  0.06
H 2.47997 0.48686 5.36743  0.14
H -1.81971 -1.82639 -3.53522  0.08
H -1.00717 4.32023 -2.37209  0.08
H 2.92751 2.42386 -1.27123  0.07
H -1.26412 4.78859 1.42033  0.08
C 1.58949 4.32559 1.29755  -0.11
H -0.54623 -4.00119 -2.74177  0.10
H -2.31032 -3.79669 0.53106  0.07
N 0.32513 0.00775 8.06751  0.19
H -1.59372 1.37491 -5.51213  0.11
C 0.31904 0.65673 5.52067  -0.19
C 1.57462 3.67492 -0.09639  -0.67
H 2.46872 0.85946 2.87973  0.13
H -3.95330 1.01275 -2.85087  0.08
H 1.08150 -3.78486 -2.18034  0.08
C -1.83014 3.80212 -1.86857  -0.09
H 2.56348 4.81696 1.42106  0.08
P 0.43872 -2.84555 0.70684  1.04
C 0.29735 0.32129 6.93058  -0.14
H 3.89309 -0.51498 -3.77412  0.11
H -3.84565 1.15410 -4.61187  0.09
H 2.85789 -2.41091 0.86854  0.09
N -1.83191 -0.11137 -1.00564  0.05
H 0.80846 5.08463 1.42593  0.06
H -1.11522 -4.95710 2.33509  0.07
H 0.73440 5.46649 -1.12696  0.07
C -1.47374 4.93076 0.35623  -0.10
H -2.74175 4.41155 -1.99665  0.10
H 1.61616 -3.30373 4.27760  0.10
C 0.76274 -3.75523 2.34736  -0.69
H 2.82669 1.95156 0.46093  0.07
O -3.61640 -0.78854 3.61903  0.05
H -1.26431 -3.33437 3.09067  0.06
C 0.47923 1.81395 -1.67819  -0.36
H -2.42526 5.47248 0.28579  0.09
N 1.33637 -0.32711 -0.75553  -0.05
C -1.91035 -3.59197 -0.46418  -0.11
C -0.85956 0.94346 4.80400  0.01
H -0.35291 -0.94502 -4.05371  0.09
H -2.48456 -4.20118 -1.16947  0.09
C 1.38290 0.67766 -1.74573  -0.37
H 2.00273 -5.32076 3.13224  0.09
H -3.69423 3.48515 0.08531  0.09
H 1.27999 -5.76667 1.58226  0.06
H 3.69931 3.44459 -0.03243  0.09
C 1.53600 0.66630 4.83526  0.01
H -0.01761 -2.43351 -2.19125  0.05
H 0.75727 -1.91957 3.57041  0.05
C 1.73031 -4.93460 2.13700  -0.09
H -0.39491 -4.62906 3.94151  0.09
C 2.21035 -1.35617 -0.93982  -0.36
C 2.20794 0.52898 -2.91519  -0.06
C -2.01910 0.36222 -3.65092  -0.53
H -1.69967 -1.20436 -5.18294  0.11
P 0.01727 2.56401 -0.12818  1.03
H -2.68078 2.68123 1.30099  0.06
H -1.81590 0.99413 5.33323  0.13
C -1.69515 0.36820 -2.12010  -0.12
H 2.47061 -3.47630 -0.45081  0.09
C -0.79013 1.16943 3.44013  -0.17
H -0.63458 -5.91989 -1.23141  0.10
C 1.42423 -2.76408 3.33457  -0.11
H 1.46603 3.56168 2.08436  0.06
H -0.18272 1.24921 -4.41853  0.07
H -2.15636 -2.55196 -0.69196  0.04
C 2.83465 2.79977 -0.24376  -0.08
C -0.15190 -5.36492 -0.42223  -0.09
N 0.38840 1.05612 2.75479  -0.13
H 2.50165 5.17510 -1.28308  0.09

Summary:
M	649.9	u
total charge	+1
max |F|	5.70	eV/Å
orbital gap	4.78	eV
HOMO energy	-8.545	eV
E	-3021.03443	Ha
energy above the lowest of the compared OMol25 structures with the same formula, charge and spin	98.8	kJ/mol

---

Entry 2:
C35H55N4NiOP2S | ωB97M-V with the def2-TZVPD basis set

Each line ends with the Löwdin spin population.
Atoms and positions in Å:
C 0.58357 -2.09614 -1.87838  0.01
C 5.42988 -0.33894 -1.55827  0.00
C -1.67874 -2.43565 -3.45194  0.08
H 1.90945 -0.81091 2.43879  0.00
H 4.70045 2.19302 -2.30185  0.00
H 0.73707 1.54408 -6.70051  0.00
H -2.80893 -3.02964 -0.59072  0.00
C 3.96671 1.72594 -1.62856  0.00
H -5.15484 2.82521 -0.77962  0.00
C -5.14539 -1.54125 -0.67075  0.00
H 5.22592 0.26435 1.07384  0.00
H -1.46648 -1.02679 6.51015  0.00
N -0.33707 0.69467 3.93351  0.01
H -2.24710 2.23194 1.51558  0.00
H 0.49032 0.75358 5.86590  0.00
H -2.33107 -1.78360 4.24110  0.00
C -4.42175 -0.95168 1.67160  0.00
H 6.09904 0.13360 -2.29564  0.00
C -0.30158 1.24999 5.28742  0.00
C 3.57572 -1.22140 1.07973  0.04
C -1.03982 -0.39830 3.60093  0.01
C 3.66602 -0.21233 -3.23201  0.00
C -3.22850 -2.71273 0.37136  0.00
C -3.29318 2.20786 1.17365  0.00
H 5.22858 -2.26033 0.04489  0.00
C 0.84562 0.72654 -2.08500  -0.08
C -1.64876 1.05136 5.94227  0.00
C -3.93884 -1.34925 0.27028  0.01
C -1.63539 -1.56858 -2.35551  0.00
H -4.85740 -2.03908 -1.60557  0.00
H -3.87126 1.59930 1.87664  0.00
H -0.62227 -4.06680 -4.40947  0.00
C 0.67072 3.80762 -4.16573  0.00
C 0.72553 2.92747 -3.08397  -0.01
C 0.53596 -3.14674 -2.84918  0.07
H 1.44945 -3.72492 -3.02951  0.00
C 0.72507 1.92961 -5.68104  0.00
H -5.54542 1.25157 -0.08069  0.00
C 0.72846 1.04288 -4.60202  -0.01
H 3.79101 0.75531 1.98366  0.00
H -5.05892 -0.05750 1.66321  0.00
H -2.86534 3.64584 -1.06140  0.00
H -2.59297 2.33044 -2.22670  0.00
C 4.39332 -2.46168 0.72011  0.00
N -0.62996 -1.57856 -1.48264  0.13
H -1.46613 2.56167 -0.87026  0.00
N -1.95330 -0.86702 4.47349  0.01
C 2.52245 -1.65456 2.09959  0.00
H -2.36481 0.42810 -2.70362  0.00
S -0.75877 -1.26028 2.12796  0.03
C 4.42158 -0.10434 1.71791  0.00
H -3.13125 -0.51844 6.14592  0.00
H 1.84459 -2.41587 1.69863  0.00
H -5.87238 -2.19821 -0.16688  0.00
H -3.96497 -3.46740 0.69461  0.00
H -4.96769 1.37267 -1.77452  0.00
H 0.60897 4.87785 -3.97753  0.00
H -2.55654 -2.44055 -4.08988  0.00
H 5.83965 -0.12127 -0.56833  0.00
H 4.88391 -0.48448 2.64125  0.00
H -3.66107 -0.75399 -2.58082  0.00
C -2.08436 -0.39620 5.85433  0.00
C -2.52319 2.60435 -1.16673  0.00
C -2.68387 -0.47742 -2.15767  0.01
H 4.32803 0.33008 -3.92414  0.00
P -2.73368 -0.05320 -0.35730  0.06
H 2.63721 0.03178 -3.49552  0.00
H 3.75566 -3.23275 0.26931  0.00
H 4.20433 2.03488 -0.60053  0.00
C 1.87591 -1.57529 -1.57379  0.24
H -1.58982 1.34911 6.99130  0.00
C 4.01483 0.19573 -1.79302  0.00
C 0.69886 3.31182 -5.47231  -0.01
C -0.59192 -3.29904 -3.63611  0.00
Ni -0.64337 -0.01600 0.32453  1.23
C -0.11662 1.64161 1.25845  0.05
H -2.42070 -2.68697 1.11608  0.00
H 0.40228 0.97088 3.29160  0.00
O 0.67777 2.48425 1.34418  0.01
H 0.72376 3.31220 -2.05945  0.00
H 4.81625 -2.87535 1.64885  0.00
H -3.57971 -0.79286 2.36162  0.00
H 2.97573 2.12382 -1.88333  0.00
H 0.66951 3.99805 -6.32049  0.00
H 2.64128 -2.26840 -1.94775  0.01
H -5.02627 -1.77730 2.08258  0.00
H -2.39572 1.69313 5.46338  0.00
C -4.85114 1.76764 -0.75618  0.00
H 5.47827 -1.42007 -1.74083  0.00
C -3.40103 1.70507 -0.27580  0.01
C 0.79352 1.54189 -3.28855  -0.01
P 2.68630 -0.44582 -0.51398  0.06
H 0.70918 -0.04036 -4.75464  0.00
H 3.81366 -1.28651 -3.39819  0.00
H -5.66072 -0.60621 -0.91465  0.00
H -0.05118 2.31054 5.20508  0.00
H -3.68910 3.23290 1.21123  0.00
N 0.30660 0.75812 -1.00283  0.02
H 3.02220 -2.07617 2.98652  0.00

Summary:
M	700.6	u
total charge	+1
max |F|	5.99	eV/Å
orbital gap (spin up / spin down)	6.90 / 4.73	eV
HOMO energy (spin up / spin down)	-9.210 / -8.820	eV
2S+1	3
E	-4249.80945	Ha
energy above the lowest of the compared OMol25 structures with the same formula, charge and spin	330.5	kJ/mol

---

Entry 3:
C35H56N3O2P2Ti | ωB97M-V with the def2-TZVPD basis set

Each line ends with the Löwdin spin population.
Atoms and positions in Å:
P 0.58720 2.19310 -0.85910  0.01
H -0.08490 4.67220 0.84350  0.00
C 0.65190 1.47130 -2.61980  0.01
C -0.20430 1.20250 3.53860  0.00
H 3.64960 3.64090 -2.12270  0.00
C -0.30970 -3.35510 1.72400  0.00
H 3.32780 3.23090 1.34230  0.00
H 2.18020 -2.61160 0.34870  0.00
P -0.19940 -2.40660 0.06390  0.04
H -1.60470 -3.07410 3.43960  0.00
H 0.49650 1.93190 3.09350  0.00
H -4.03910 1.73900 4.63800  0.00
H -0.30590 -1.80740 -2.51570  0.00
H 1.74180 -2.71320 2.24680  0.00
H 0.92990 2.19170 -3.40300  0.00
C -1.70450 -3.11710 2.33910  0.00
O 2.16190 0.06280 2.23130  0.24
H 0.18810 1.14600 -5.34630  0.00
C 2.37830 3.54070 0.86700  0.00
H -3.64250 1.33250 -7.32750  0.00
H -2.58570 0.83340 5.14320  0.00
H 0.45330 -1.75530 3.02290  0.00
C -2.95290 0.99150 -3.99130  0.00
C -1.16570 -4.72290 -1.44570  0.00
H -0.15630 3.90990 -3.09960  0.00
H -0.92580 -5.48540 1.60820  0.00
C -0.02040 -4.86390 1.57630  0.00
H -2.13030 -2.15720 2.00090  0.00
O -1.24710 0.59670 1.45040  0.05
C 2.75920 -2.22520 -2.71130  0.00
H 2.34650 4.63880 0.86990  0.00
H -2.41620 -3.92340 2.10070  0.00
C -3.80510 1.02600 2.16410  0.00
C -1.38930 0.99290 2.61650  0.01
H -2.82080 3.87300 -0.56660  0.00
H 2.44710 0.61580 -4.58800  0.00
H -0.14110 -4.95060 -1.78930  0.00
H 0.73240 5.25940 -0.64110  0.00
C -3.05600 1.24070 -6.40710  0.00
H -1.81800 3.29100 -2.85630  0.00
C -0.71940 3.61140 -0.97740  0.00
C 1.92640 -1.85130 -1.65050  0.01
C 1.54710 -2.79850 -0.54000  0.01
H 1.70070 -3.84520 -0.85390  0.00
C -1.37610 -3.21630 -1.21260  0.02
H -1.02970 -3.19990 -3.39630  0.00
H 4.26210 2.11780 -0.06190  0.00
C -1.65580 1.25290 -6.45870  0.00
C -2.01700 3.17810 -0.25850  0.00
C -1.04190 3.95670 -2.44560  0.00
H 3.65750 1.54610 -1.63700  0.00
H 0.51980 -5.08100 0.63890  0.00
C 2.33260 -0.08940 -3.76030  0.00
C 2.72890 3.98370 -1.61440  0.00
H -1.86060 -5.05300 -2.24080  0.00
H -2.47060 2.59060 4.67000  0.00
C 1.38570 -0.02150 1.34420  0.30
C -2.95320 1.61680 4.44440  0.00
H -0.97490 5.65870 -0.34280  0.00
N -2.67490 1.21790 3.06880  0.00
H 0.29620 0.24660 3.74620  0.00
C -0.80340 0.87200 -2.73860  0.03
H 3.62180 -1.61000 -4.60750  0.00
H -4.79530 1.10000 -5.11500  0.00
H 1.94850 4.10210 -2.38660  0.00
H -3.14450 -3.61730 0.05910  0.00
H 1.55210 3.16110 1.48780  0.00
C 3.35740 1.78940 -0.60610  0.00
H -3.81610 -0.01680 1.78200  0.00
C -2.81790 -2.92790 -0.73480  0.00
H -2.88710 -1.88850 -0.36980  0.00
H -1.43680 4.98900 -2.48990  0.00
H -3.50640 -3.04900 -1.59270  0.00
N -1.26810 0.24220 -1.72550  0.04
C 2.97480 -1.32880 -3.77050  0.01
H 0.79410 -3.42380 3.57920  0.00
Ti 0.00000 0.00000 0.00000  1.16
C -1.16490 -2.49250 -2.56050  0.00
H -1.38050 -5.32820 -0.55080  0.00
C -0.21210 4.86580 -0.23500  0.00
N 1.36130 -0.60980 -1.61750  0.01
C -1.53920 1.00710 -4.02660  0.00
C 0.73500 -2.76590 2.69170  0.01
H 3.21550 -3.21890 -2.71380  0.00
H -2.06610 -1.88860 -2.77510  0.00
C 1.52140 0.25320 -2.66520  0.01
H -1.90590 3.24390 0.83440  0.00
H 0.63370 -5.18090 2.41000  0.00
H -0.46220 1.59160 4.53780  0.00
H 2.94070 4.97320 -1.18010  0.00
H 2.98310 0.87600 -0.12040  0.00
H -4.78030 1.21680 2.65860  0.00
C -3.70080 1.10930 -5.16460  0.00
H -3.73550 1.72790 1.31280  0.00
C -0.90420 1.13920 -5.28030  0.00
H -1.14260 1.35100 -7.42170  0.00
H -2.32320 2.15260 -0.50500  0.00
H -3.43080 0.88180 -3.01300  0.00
C 2.32480 2.93890 -0.55610  0.00

Summary:
M	660.7	u
total charge	+1
max |F|	4.33	eV/Å
orbital gap (spin up / spin down)	6.45 / 7.14	eV
HOMO energy (spin up / spin down)	-9.011 / -10.001	eV
2S+1	3
E	-3214.01084	Ha
energy above the lowest of the compared OMol25 structures with the same formula, charge and spin	0.0	kJ/mol